A molecular structure, C14H34BCsO6PtS2, computed with ωB97M-V/def2-TZVPD.

Calculated values
- Spin multiplicity: 3
- E_tot: -53486.778 eV
- LUMO energy (spin up / spin down): -0.59 / -0.59 eV
- Orbital gap (spin up / spin down): 6.48 / 6.35 eV
- Highest occupied orbital energy (spin up / spin down): -0.2597 / -0.2550 Ha
- <S²>: 2.014

Each line ends with the Mulliken spin population.
Geometry (Å):
Cs -1.3769 -3.5327 1.4487  -0.0004
Pt -0.4715 0.3488 -1.7696  1.2617
B 0.2490 -0.5427 0.2043  0.0317
H 1.1183 0.0412 0.4642  -0.0005
H -0.6348 0.0737 0.2609  0.0407
H 0.4030 -0.9644 -0.7769  0.0925
H 0.1033 -1.3565 0.8977  0.0129
C 1.1224 -3.3368 -3.6232  -0.0075
C 1.0964 -1.8348 -3.8420  -0.0015
C 1.2509 -1.3647 -5.4006  0.0096
O -0.0933 -1.3571 -3.2860  0.1823
H 1.0629 -3.4293 -2.5387  0.0061
H 2.0416 -3.7253 -4.0614  0.0004
H 0.1860 -3.8268 -3.8900  -0.0003
H 1.9371 -1.3472 -3.3486  0.0039
H 2.0992 -1.7698 -5.9523  0.0008
H 1.4198 -0.2884 -5.4330  -0.0006
H 0.3372 -1.5330 -5.9707  -0.0019
C -5.0094 0.5151 -1.3986  0.0359
C -3.6020 0.1254 -0.9088  -0.0165
C -3.5405 -0.4864 0.4812  0.0099
O -2.7514 -0.5195 -1.7918  0.3362
H -5.3802 1.0670 -0.5348  -0.0033
H -5.7496 -0.2413 -1.6597  0.0016
H -4.9845 1.2439 -2.2088  -0.0011
H -3.1363 1.0974 -0.7463  0.0015
H -2.6788 -0.0931 1.0204  -0.0012
H -3.5457 -1.5704 0.3663  -0.0006
H -4.4229 -0.1001 0.9914  -0.0033
C 4.2770 -1.7525 1.5162  0.0002
C 3.6987 -0.4199 2.1887  0.0012
C 2.6139 -0.7462 3.1929  -0.0011
S 2.6006 -2.6316 3.3341  -0.0003
O 1.1659 -3.0333 3.4485  0.0002
O 3.5514 -3.0864 4.3216  0.0000
C 3.2688 -2.9653 1.5814  0.0022
H 5.2052 -1.9475 2.0534  -0.0001
H 4.4349 -1.5457 0.4577  -0.0001
H 3.1877 0.2598 1.5068  -0.0029
H 4.5317 0.1308 2.6257  0.0001
H 1.6125 -0.6602 2.7711  0.0024
H 2.6223 -0.2529 4.1648  -0.0001
H 2.3948 -2.7992 0.9517  -0.0001
H 3.7241 -3.9457 1.4408  0.0000
C -2.3297 3.5260 1.7767  -0.0021
C -0.8941 3.1878 2.4358  0.0001
C 0.2496 3.2631 1.4034  -0.0013
S -0.4568 3.7085 -0.2297  -0.0018
O -0.6845 2.4335 -0.9666  0.0052
O 0.3543 4.7679 -0.7924  0.0029
C -2.0615 4.3451 0.4790  0.0025
H -3.0052 4.1031 2.4081  0.0002
H -2.8753 2.6255 1.4944  0.0026
H -0.8430 2.1717 2.8268  0.0001
H -0.6660 3.8592 3.2636  0.0002
H 0.8601 2.3601 1.4002  -0.0002
H 0.8954 4.0878 1.7048  0.0001
H -2.7194 4.2827 -0.3879  0.0010
H -1.7626 5.3816 0.6349  -0.0001